C17H34InO7 | wB97M-V/def2-TZVPD

```
59
Properties=species:S:1:pos:R:3
C -1.49 -0.36 2.44
C -0.60 -0.16 1.66
C 0.62 0.00 0.81
C 1.55 1.01 1.51
C 3.05 0.93 1.07
In 3.50 -0.39 -0.68
C 3.18 -2.59 -0.18
O 3.89 -2.99 1.01
C 3.13 -2.69 2.13
O 3.72 -3.23 3.29
C 4.35 -2.23 4.05
C 3.36 -1.32 4.80
O 3.45 -1.52 6.22
H -2.23 -0.83 3.04
H 1.03 -1.00 0.71
H 0.26 0.38 -0.15
H 1.14 2.01 1.39
H 1.49 0.78 2.59
H 3.34 1.95 0.78
H 3.65 0.70 1.96
H 5.29 -0.25 -0.96
H 2.68 0.08 -2.20
H 2.11 -2.87 -0.13
H 3.59 -3.18 -1.00
H 2.13 -3.14 2.04
H 3.05 -1.59 2.20
H 4.99 -1.59 3.42
H 5.00 -2.68 4.80
H 3.55 -0.27 4.53
H 2.35 -1.59 4.48
H 2.58 -1.30 6.55
O -0.38 3.03 -1.06
C -0.43 2.76 -2.23
O 0.20 1.67 -2.69
C 0.04 1.15 -4.01
C 0.97 1.82 -4.99
C -1.13 3.67 -3.22
H -1.00 1.20 -4.32
H 0.29 0.09 -3.93
H 0.76 2.89 -5.08
H 0.89 1.36 -5.97
H 2.01 1.73 -4.65
H -0.44 4.44 -3.54
H -1.98 4.14 -2.71
H -1.54 3.15 -4.09
O -3.78 -0.65 -2.89
C -4.42 -0.61 -1.88
O -5.76 -0.47 -1.95
C -6.63 -0.60 -0.83
C -6.77 0.71 -0.08
C -3.76 -0.60 -0.52
H -6.31 -1.42 -0.18
H -7.60 -0.89 -1.24
H -5.81 1.03 0.34
H -7.48 0.61 0.74
H -7.11 1.49 -0.75
H -3.48 0.42 -0.26
H -2.86 -1.21 -0.57
H -4.37 -1.02 0.27
```

Calculated values
Charge = -1
Orbital gap = 0.234 hartree
Highest occupied orbital energy = -0.1508 hartree

C22H41ClNOP3Pb | wB97M-V/def2-TZVPD

```
70
Properties=species:S:1:pos:R:3
Pb -0.21 -0.06 -0.02
P -2.19 1.74 -0.76
P -1.41 -0.56 2.56
P 2.25 0.73 -1.24
H 1.15 -4.67 2.14
C 2.04 -4.17 1.72
C 2.74 -3.27 2.43
H 2.46 -3.01 3.47
C -3.37 0.81 -1.80
C -3.28 2.50 0.50
C -1.76 3.13 -1.88
C -0.33 -1.57 3.64
C -1.90 0.80 3.68
C -2.93 -1.58 2.49
C 3.56 -0.21 -0.37
C 3.07 2.36 -1.34
C 2.30 0.06 -2.94
H 2.30 -4.42 0.68
H 3.64 -2.79 2.04
H -4.21 1.48 -2.04
H -3.78 -0.05 -1.25
H -2.90 0.45 -2.73
H -4.19 2.88 0.02
H -2.78 3.33 1.01
H -3.57 1.76 1.25
H -2.66 3.60 -2.29
H -1.16 2.74 -2.71
H -1.18 3.88 -1.34
H -0.94 -2.29 4.20
H 0.19 -0.91 4.35
H 0.42 -2.12 3.05
H -2.72 0.48 4.35
H -2.21 1.68 3.10
H -1.03 1.08 4.30
H -3.37 -1.67 3.49
H -2.70 -2.57 2.08
H -3.66 -1.09 1.82
H 4.26 -0.64 -1.11
H 3.13 -1.01 0.24
H 4.11 0.48 0.29
H 3.78 2.40 -2.19
H 3.62 2.55 -0.41
H 2.33 3.16 -1.47
H 3.31 0.20 -3.37
H 1.57 0.61 -3.55
H 2.03 -1.01 -2.99
C -0.72 -2.48 -2.98
C -1.96 -2.64 -3.59
C -2.03 -3.31 -4.82
C -0.86 -3.83 -5.39
C 0.35 -3.75 -4.70
C 0.42 -3.12 -3.46
O -0.64 -1.57 -1.92
H -1.47 -1.00 -1.93
H -2.86 -2.23 -3.12
H -2.99 -3.41 -5.32
H -0.92 -4.33 -6.38
H 1.26 -4.19 -5.13
H 1.36 -3.12 -2.89
Cl 3.75 2.06 4.47
C 2.47 2.57 3.45
C 2.04 3.90 3.46
C 0.98 4.25 2.62
C 0.41 3.27 1.79
N 0.84 2.01 1.79
C 1.84 1.64 2.60
H 2.53 4.62 4.11
H 0.59 5.26 2.59
H -0.40 3.53 1.11
H 2.18 0.61 2.59
```

Calculated values
Charge = +4
Orbital gap (spin up / spin down) = 0.107 / 0.107 hartree
ΔE to the lowest compared entry with this formula, charge and spin = 28.3 kcal per mole
Highest occupied orbital energy (spin up / spin down) = -0.7028 / -0.7030 hartree

For reference, energy by record: -1384.797844, -2668.346228 Ha.